Entry 1:
C5H10NS | the ωB97M-V functional and the def2-TZVPD basis

```
17
C5H10NS (the ωB97M-V functional and the def2-TZVPD basis)
C 1.731 -1.619 -0.027
C 1.655 -0.312 -0.267
C 0.951 0.793 0.522
C -0.431 0.333 0.895
N -1.190 -0.161 -0.271
C -1.961 0.765 -1.043
S -3.021 -0.391 -0.196
H 2.352 -2.385 -0.395
H 1.293 -1.928 0.998
H 2.050 0.185 -1.172
H 1.306 1.196 1.443
H 0.982 1.589 -0.219
H -0.148 -0.626 1.476
H -0.928 0.970 1.639
H -0.360 -0.724 -0.702
H -2.196 1.698 -0.542
H -2.085 0.616 -2.140
```

Total charge ... +1
M ... 116.2 g mol⁻¹
Relative energy (zero: lowest compared OMol25 entry of this formula, charge and spin) ... 96.93 kcal per mole
Strongest force on any atom ... 4.06 eV Å⁻¹

***

Entry 2:
C5H10NS | the ωB97M-V functional and the def2-TZVPD basis

```
17
C5H10NS (the ωB97M-V functional and the def2-TZVPD basis)
C 0.200 0.383 0.547
C 1.040 1.022 -0.123
C 0.655 -2.909 0.630
C -2.233 0.114 -0.096
C 0.800 2.456 -0.523
N 0.928 -1.724 0.240
S -1.149 0.127 1.460
H 1.923 0.394 -0.548
H 1.161 -3.820 0.447
H -0.109 -2.990 1.398
H -3.004 -0.554 0.132
H -1.513 -0.327 -0.780
H -0.245 2.725 -0.500
H 1.071 2.566 -1.582
H 1.364 3.128 0.075
H 1.617 -1.783 -0.608
H -2.507 1.191 -0.169
```

Total charge ... +1
M ... 116.2 g mol⁻¹
Relative energy (zero: lowest compared OMol25 entry of this formula, charge and spin) ... 94.88 kcal per mole
Strongest force on any atom ... 4.51 eV Å⁻¹

***

Entry 3:
C5H10NS | the ωB97M-V functional and the def2-TZVPD basis

```
17
C5H10NS (the ωB97M-V functional and the def2-TZVPD basis)
C -0.698 0.094 0.000
C 1.169 -0.458 -0.297
C 0.469 0.880 -0.479
C 0.911 2.006 0.423
C -0.524 -2.470 0.152
N -0.164 -1.087 0.218
S -3.399 0.789 0.280
H 1.237 -0.952 -1.313
H 2.039 -0.407 0.327
H 0.453 1.046 -1.541
H 0.159 2.843 0.613
H 1.743 2.637 -0.002
H 1.184 1.724 1.524
H -1.513 -2.595 0.527
H 0.115 -2.992 0.776
H -0.430 -2.920 -0.811
H -2.750 1.861 -0.398
```

Total charge ... +1
M ... 116.2 g mol⁻¹
Relative energy (zero: lowest compared OMol25 entry of this formula, charge and spin) ... 138.68 kcal per mole
Strongest force on any atom ... 4.16 eV Å⁻¹

***

Entry 4:
C5H10NaO | the ωB97M-V functional and the def2-TZVPD basis

```
17
C5H10NaO (the ωB97M-V functional and the def2-TZVPD basis)
O 0.735 -1.130 1.153
C 0.465 0.411 -1.348
C -0.976 0.034 -0.908
C 1.156 0.944 -0.078
C -1.042 0.336 0.603
C 0.405 0.263 1.065
H 1.698 -1.198 1.322
H 0.995 -0.488 -1.719
H 0.472 1.164 -2.159
H -1.161 -1.042 -1.088
H -1.743 0.605 -1.467
H 2.243 0.739 -0.052
H 1.017 2.039 0.015
H -1.687 -0.366 1.167
H -1.421 1.360 0.785
H 0.569 0.757 2.045
Na -1.726 -4.429 0.664
```

Total charge ... +1
M ... 109.1 g mol⁻¹
Relative energy (zero: lowest compared OMol25 entry of this formula, charge and spin) ... 10.96 kcal per mole
Strongest force on any atom ... 0.89 eV Å⁻¹